This record from the OMol25 dataset describes a single C4H8O2 molecule in a non-equilibrium geometry. The level of theory is ωB97M-V with the def2-TZVPD basis set.

Summary:
structure (SMILES): OCC1COC1
DFT total energy: -307.62134 a.u.
ΔE to the lowest compared entry with this formula, charge and spin: 239.15 kJ/mol
HOMO: -9.7 eV
charge: 0
frontier orbital gap: 0.3861 Eh
maximum force: 1.67 eV/A

Element x y z (Å)
O -1.393 1.869 -0.169
C -0.180 1.222 0.155
C -0.283 -0.276 0.240
C -0.234 -1.092 -1.054
O 1.086 -1.576 -0.749
C 1.090 -0.894 0.510
H -1.462 2.297 0.685
H 0.027 1.581 1.178
H 0.613 1.552 -0.530
H -1.090 -0.546 0.929
H -0.965 -1.908 -1.111
H -0.262 -0.516 -1.987
H 1.151 -1.570 1.368
H 1.904 -0.156 0.576